DFT (ωB97M-V with the def2-TZVPD basis set) results for 2 unconnected molecules or ions with the total composition C3H9N3O in a non-equilibrium geometry.

Lowest unoccupied orbital energy ... 0.975 eV
Electronic energy ... -9773.6342 eV
Max |F| ... 1.85 eV/A
SMILES string ... NC[C@H](N)O.C#N
Kohn-Sham gap ... 10.0 eV

Last column: natural (NBO) charge in e.
Element x y z (Å)
N  1.725  0.002  0.699  -0.853
C  0.492  0.763  0.574  -0.254
C  -0.324  0.284  -0.632  0.255
N  0.505  0.153  -1.800  -0.869
O  -1.402  1.120  -0.922  -0.720
H  2.000  -0.073  1.671  0.371
H  2.475  0.449  0.188  0.359
H  0.662  1.847  0.467  0.164
H  -0.130  0.563  1.458  0.219
H  -0.823  -0.699  -0.284  0.126
H  -0.015  -0.238  -2.576  0.366
H  1.297  -0.448  -1.594  0.373
H  -1.065  2.005  -1.112  0.468
C  -1.745  -1.905  1.214  0.068
N  -1.254  -1.507  2.171  -0.313
H  -2.399  -2.315  0.481  0.239



DFT (ωB97M-V with the def2-TZVPD basis set) results for C3H9N3O in the gas phase in a non-equilibrium geometry.

Lowest unoccupied orbital energy ... 0.751 eV
Electronic energy ... -9774.3289 eV
Max |F| ... 2.34 eV/A
SMILES string ... NCNC(=O)CN
Kohn-Sham gap ... 10.0 eV

Last column: natural (NBO) charge in e.
Element x y z (Å)
N  -2.215  -0.573  -1.705  -0.831
C  -0.947  0.255  -1.480  -0.073
N  -0.156  -0.288  -0.396  -0.660
C  -0.062  0.476  0.765  0.671
O  -0.844  1.353  1.029  -0.589
C  1.039  -0.072  1.659  -0.312
N  2.366  -0.115  1.091  -0.877
H  -2.357  -1.065  -0.826  0.350
H  -2.936  0.144  -1.633  0.346
H  -1.321  1.233  -1.225  0.197
H  -0.477  0.311  -2.470  0.182
H  0.668  -0.735  -0.774  0.398
H  0.657  -1.080  1.849  0.219
H  1.103  0.560  2.560  0.209
H  2.903  0.656  0.751  0.394
H  2.579  -1.058  0.803  0.374



DFT (ωB97M-V with the def2-TZVPD basis set) results for C3H9N3O in the gas phase in a non-equilibrium geometry.

Lowest unoccupied orbital energy ... 0.847 eV
Electronic energy ... -9772.2362 eV
Max |F| ... 2.25 eV/A
SMILES string ... NC[C@H](N)/C=N\O
Kohn-Sham gap ... 9.3 eV

Last column: natural (NBO) charge in e.
Element x y z (Å)
N  -1.750  0.018  -0.703  -0.821
C  -0.918  -1.081  -0.369  -0.209
C  0.748  -0.732  -0.018  -0.134
N  1.050  -0.668  1.385  -0.835
C  1.018  0.533  -0.725  0.047
N  0.581  1.709  -0.464  -0.158
O  0.213  1.964  0.874  -0.609
H  -1.574  0.325  -1.655  0.354
H  -1.494  0.860  -0.132  0.368
H  -1.262  -1.533  0.564  0.184
H  -0.920  -1.813  -1.179  0.188
H  1.336  -1.544  -0.457  0.200
H  0.795  -1.527  1.858  0.357
H  0.584  0.111  1.835  0.379
H  1.401  0.450  -1.734  0.201
H  0.191  2.929  0.920  0.488



DFT (ωB97M-V with the def2-TZVPD basis set) results for C3H9N3O in the gas phase in a non-equilibrium geometry.

Lowest unoccupied orbital energy ... 0.851 eV
Electronic energy ... -9774.6697 eV
Max |F| ... 1.07 eV/A
SMILES string ... NCNC(=O)CN
Kohn-Sham gap ... 9.9 eV

Last column: natural (NBO) charge in e.
Element x y z (Å)
N  2.091  0.574  1.513  -0.821
C  1.272  1.283  0.556  -0.028
N  0.426  0.462  -0.312  -0.623
C  -0.063  -0.773  -0.021  0.663
O  0.387  -1.515  0.829  -0.613
C  -1.243  -1.192  -0.895  -0.308
N  -2.373  -0.311  -0.667  -0.842
H  2.366  -0.334  1.126  0.380
H  2.960  1.094  1.584  0.353
H  1.833  1.933  -0.128  0.157
H  0.614  1.969  1.105  0.160
H  -0.053  1.015  -1.003  0.400
H  -1.411  -2.257  -0.705  0.195
H  -0.937  -1.085  -1.938  0.198
H  -2.741  -0.398  0.273  0.365
H  -3.129  -0.466  -1.318  0.365



DFT (ωB97M-V with the def2-TZVPD basis set) results for a molecular structure, C3H9N3O in a non-equilibrium geometry.

Lowest unoccupied orbital energy ... 0.154 eV
Electronic energy ... -9767.0014 eV
Max |F| ... 7.16 eV/A
Kohn-Sham gap ... 9.2 eV

Last column: natural (NBO) charge in e.
Element x y z (Å)
C  -1.607  0.907  1.444  -0.428
C  -0.022  0.279  -0.061  0.524
C  1.264  -1.664  0.277  -0.478
H  -2.079  1.859  2.157  0.174
H  -0.773  0.407  2.067  0.242
H  -2.454  0.213  1.273  0.197
H  -1.872  0.810  -0.828  0.375
H  0.765  1.749  -1.117  0.362
H  1.202  -0.216  -3.008  0.488
H  1.524  -2.871  0.778  0.227
H  1.490  -2.023  -0.997  0.185
H  2.190  -0.862  0.483  0.215
N  -1.105  1.221  0.223  -0.618
N  0.952  0.819  -0.995  -0.333
N  0.084  -0.850  0.644  -0.494
O  0.442  0.222  -2.340  -0.637



DFT (ωB97M-V with the def2-TZVPD basis set) results for 2 unconnected molecules or ions with the total composition C3H9N3O in a non-equilibrium geometry.

Lowest unoccupied orbital energy ... 0.661 eV
Electronic energy ... -9774.0935 eV
Max |F| ... 5.86 eV/A
SMILES string ... [H]/N=C\N.CC(N)=O
Kohn-Sham gap ... 9.5 eV

Last column: natural (NBO) charge in e.
Element x y z (Å)
H  1.645  1.719  -0.509  0.339
N  1.399  1.589  0.477  -0.649
C  1.492  0.329  0.816  0.217
N  2.104  -0.623  0.030  -0.820
H  1.454  0.066  1.881  0.169
H  1.866  -0.541  -0.954  0.381
H  1.992  -1.576  0.356  0.374
C  -1.715  0.475  0.625  -0.719
C  -0.792  0.126  -0.518  0.675
N  -0.941  -1.153  -0.985  -0.833
O  -0.409  0.998  -1.354  -0.642
H  -1.773  -0.353  1.337  0.208
H  -1.344  1.373  1.120  0.262
H  -2.717  0.672  0.233  0.244
H  -1.661  -1.768  -0.634  0.393
H  -0.602  -1.334  -1.920  0.399



DFT (ωB97M-V with the def2-TZVPD basis set) results for a molecular structure, C3H9N3O in a non-equilibrium geometry.

Lowest unoccupied orbital energy (alpha / beta) ... 0.320 / 0.470 eV
Electronic energy ... -9767.2242 eV
Max |F| ... 4.25 eV/A
Kohn-Sham gap (alpha / beta) ... 6.7 / 7.5 eV

Last column: natural (NBO) charge in e.
Element x y z (Å)
C  1.592  -0.359  0.172  -0.685
N  -1.151  -1.316  0.653  0.273
N  -1.727  -1.521  -0.374  -0.356
C  0.328  0.384  -0.114  0.114
N  -0.416  -0.032  -1.533  -0.782
C  -0.237  1.391  0.779  -0.740
O  -1.231  -1.047  1.859  -0.464
H  -1.067  0.711  1.583  0.276
H  -0.817  -1.164  -1.523  0.431
H  0.338  -0.154  -2.207  0.398
H  -1.022  0.754  -1.770  0.423
H  2.430  0.344  0.243  0.208
H  1.578  -0.930  1.117  0.235
H  1.879  -1.075  -0.608  0.212
H  0.523  1.946  1.337  0.234
H  -0.999  2.069  0.387  0.223



DFT (ωB97M-V with the def2-TZVPD basis set) results for a molecular structure, C3H9N3O in a non-equilibrium geometry.

Lowest unoccupied orbital energy ... 0.816 eV
Electronic energy ... -9770.7633 eV
Max |F| ... 2.86 eV/A
Kohn-Sham gap ... 9.6 eV

Last column: natural (NBO) charge in e.
Element x y z (Å)
C  -0.814  0.701  0.645  -0.344
C  1.541  -0.025  1.036  -0.413
N  0.382  -0.005  0.179  -0.291
N  0.728  0.089  -1.399  -0.265
N  -0.325  -0.225  -2.193  -0.630
C  -1.260  -0.738  0.668  0.420
O  -1.832  -1.332  -0.267  -0.689
H  0.975  1.072  -1.558  0.332
H  -0.740  -1.138  -1.825  0.408
H  -1.107  0.438  -2.152  0.322
H  -0.684  1.220  1.593  0.209
H  -1.282  1.307  -0.134  0.206
H  -1.112  -1.237  1.638  0.127
H  1.266  -0.367  2.035  0.206
H  2.004  0.966  1.116  0.176
H  2.260  -0.725  0.617  0.226